(1)
This record from the Open Molecules 2025 dataset describes a structure of composition C53H46BrN3O4P2SSiTl at a distorted geometry. The level of theory is ωB97M-V/def2-TZVPD.

Output
* HOMO level: -0.1943 Ha
* spin multiplicity: 1
* energy relative to the best compared isomer or geometry (same formula, charge and spin): 0.0 kcal/mol
* energy: -180397.6037 eV
* lowest unoccupied orbital energy: 2.4028 eV
* net charge: -1

Geometry (Å):
Tl: -0.677 -1.420 -0.669
Br: 0.718 -3.651 -0.447
S: 1.815 -1.020 -2.662
P: -1.205 1.710 1.715
P: 2.028 -0.418 1.856
Si: -1.628 -1.391 1.653
O: -3.805 -0.749 -0.920
O: -1.973 -4.075 -3.456
O: 3.807 -0.424 -0.348
O: 2.848 0.119 -2.659
N: 0.330 -0.416 -2.333
N: -1.523 0.868 -2.415
N: -2.472 -2.234 -2.079
C: -0.611 2.385 -4.524
C: -1.054 -1.602 4.358
C: 3.039 -1.884 1.308
C: -2.266 1.831 -2.947
C: 4.497 -3.951 0.248
C: 1.434 -2.649 -8.512
C: 1.659 -1.551 -4.362
C: 5.514 0.958 3.553
C: -1.063 4.936 -1.541
C: 0.686 -2.874 -6.092
C: -2.397 3.563 -0.118
C: -2.708 -3.220 -3.112
C: -5.425 0.080 2.415
C: 1.491 -2.292 -7.073
C: -0.881 2.773 3.144
C: -0.349 -1.870 5.527
C: 2.443 -1.392 -6.636
C: -0.348 4.075 3.100
C: 0.775 -2.544 -4.734
C: -4.698 -1.898 -2.812
C: -3.052 -0.182 2.069
C: 0.155 4.669 4.207
C: -0.026 3.404 -0.004
C: -2.877 1.187 2.060
C: 0.227 4.012 5.443
C: 0.109 4.334 -1.067
C: -5.246 1.454 2.508
C: 3.826 2.582 4.025
C: 1.677 -1.357 4.476
C: -0.357 2.757 5.526
C: 5.154 2.168 4.111
C: 3.250 0.578 2.744
C: -0.274 0.644 -2.905
C: 3.972 -4.137 1.512
C: -0.948 2.142 4.408
C: 3.714 -1.672 0.118
C: -4.083 -3.039 -3.700
C: 1.031 -1.719 5.606
C: -3.606 -1.494 -1.868
C: 3.220 -3.068 2.077
C: -1.900 2.608 -4.033
C: -2.096 -3.193 1.717
C: 0.973 -1.071 3.261
C: -1.273 2.956 0.396
C: 2.902 1.783 3.331
C: -3.975 2.013 2.297
C: 4.344 -2.726 -0.454
C: -0.407 -1.251 3.136
C: 0.233 1.450 -3.956
C: -2.344 4.608 -1.044
C: 2.541 -1.019 -5.329
C: -4.312 -0.685 2.214
C: 4.594 0.166 2.826
H: -1.249 -3.795 1.734
H: -4.689 -3.917 -3.774
H: -3.360 3.296 0.235
H: 3.403 3.482 4.453
H: 4.861 -0.779 2.308
H: -6.119 2.058 2.571
H: -0.375 2.201 6.463
H: -3.901 -2.731 -4.715
H: -5.110 -1.002 -3.323
H: -0.975 5.565 -2.372
H: -0.889 -2.151 6.367
H: 1.043 4.636 -1.452
H: -0.074 4.522 2.111
H: -2.706 -3.409 2.600
H: -5.466 -2.239 -2.200
H: -4.443 -1.733 2.304
H: -0.260 2.939 -5.391
H: 3.324 -0.335 -5.029
H: 1.891 2.217 3.253
H: -2.560 3.352 -4.439
H: 1.505 -1.776 6.537
H: -0.027 -3.667 -6.319
H: 0.536 5.731 4.120
H: 0.692 4.553 6.272
H: -2.135 -1.764 4.416
H: 0.090 -3.020 -4.095
H: 1.116 -3.684 -8.626
H: 3.608 -0.251 -1.313
H: -2.668 -3.506 0.856
H: 5.837 2.804 4.653
H: -3.182 1.939 -2.436
H: 2.642 -3.164 3.002
H: 0.832 -1.952 -9.066
H: -1.480 1.257 4.525
H: -3.820 3.112 2.299
H: -6.412 -0.410 2.483
H: 4.896 -4.825 -0.221
H: 2.733 -1.224 4.545
H: 2.434 -2.527 -8.975
H: 3.939 -5.100 2.064
H: 3.140 -0.895 -7.361
H: 6.514 0.586 3.608
H: -3.241 5.072 -1.454
H: 1.188 1.388 -4.311
H: 0.929 3.090 0.388
H: 4.841 -2.614 -1.429



(2)
This record from the Open Molecules 2025 dataset describes the molecule C2H2O3S2 at a distorted geometry. The level of theory is ωB97M-V/def2-TZVPD.

Output
* HOMO level: -0.3382 Ha
* spin multiplicity: 1
* energy relative to the best compared isomer or geometry (same formula, charge and spin): 31.2 kcal/mol
* energy: -29914.8783 eV
* lowest unoccupied orbital energy: -0.9089 eV

Geometry (Å):
S: -1.910 1.631 1.214
S: 2.054 -1.790 0.036
O: -3.152 1.937 0.594
O: 0.136 -0.012 0.827
O: 2.927 -1.765 -1.128
C: -1.046 0.523 0.324
C: 1.047 -0.554 -0.204
H: 1.296 0.011 -1.158
H: -1.351 0.020 -0.505



(3)
This record from the Open Molecules 2025 dataset describes a cluster of 2 separate species, CH4IOPS in total at a distorted geometry. The level of theory is ωB97M-V/def2-TZVPD.

Output
* HOMO level: -0.3249 Ha
* spin multiplicity: 1
* energy relative to the best compared isomer or geometry (same formula, charge and spin): 86.4 kcal/mol
* energy: -31372.0036 eV
* lowest unoccupied orbital energy: -1.5307 eV

Geometry (Å):
I: -2.835 0.748 0.323
S: 1.544 0.827 -0.162
P: 1.829 0.462 1.701
O: 2.980 1.588 -0.839
C: -1.919 -1.130 -0.191
H: -0.904 -0.747 0.014
H: -2.085 -1.416 -1.221
H: 3.551 1.660 -0.040
H: -2.161 -1.991 0.416



(4)
This record from the Open Molecules 2025 dataset describes a structure of composition C20H19FeOP at a distorted geometry. The level of theory is ωB97M-V/def2-TZVPD.

Output
* HOMO level (alpha / beta): -0.2358 / -0.2860 Ha
* spin multiplicity: 5
* energy: -66766.2742 eV
* lowest unoccupied orbital energy (alpha / beta): -0.1859 / -0.5970 eV

Geometry (Å):
Fe: -0.603 0.235 0.335
P: -0.393 -0.463 2.492
O: 1.988 -0.460 -0.778
C: -0.933 3.469 3.053
C: 0.064 1.365 2.321
C: -0.942 3.947 1.731
C: 1.180 -2.046 0.805
C: -0.278 -0.616 4.271
C: 0.056 -0.074 -3.364
C: -0.425 2.203 3.349
C: 1.926 -4.281 1.271
C: 1.207 -4.287 2.471
C: 1.089 -0.825 -0.029
C: 0.537 -2.000 2.066
C: 1.931 -3.162 0.440
C: 0.289 1.970 1.015
C: -1.210 -0.901 6.471
C: -1.401 -0.789 5.096
C: 0.534 -3.134 2.880
C: -0.331 3.223 0.713
C: 0.082 -0.832 7.011
C: 1.192 -0.595 6.189
C: 1.011 -0.484 4.816
H: -0.446 1.848 4.383
H: -2.071 -1.043 7.129
H: -0.301 0.756 -3.982
H: -1.069 -0.317 -1.036
H: -0.511 -0.087 -2.406
H: 2.494 -5.160 0.980
H: -1.339 4.086 3.858
H: 2.510 -3.152 -0.482
H: 0.231 -0.945 8.084
H: -0.113 -1.030 -3.869
H: -2.394 -0.847 4.646
H: 1.017 1.531 0.300
H: 2.194 -0.501 6.611
H: 1.859 -0.310 4.152
H: -1.416 4.910 1.521
H: 0.013 -3.104 3.836
H: 1.173 -5.174 3.103
H: 1.119 0.041 -3.134
H: -0.289 3.609 -0.310



(5)
This record from the Open Molecules 2025 dataset describes the molecule C20H15N3O5 at a distorted geometry. The level of theory is ωB97M-V/def2-TZVPD.

Output
* structure (SMILES): CN1C(=O)[C@@H]2C=C[C@H]1c1c2c(O)n(-c2ccc([N+](=O)[O-])c3ccccc23)c1O
* HOMO level: -0.2851 Ha
* spin multiplicity: 1
* energy relative to the best compared isomer or geometry (same formula, charge and spin): 0.6 kcal/mol
* energy: -35686.4041 eV
* lowest unoccupied orbital energy: -0.8064 eV

Geometry (Å):
O: -1.263 2.186 3.315
O: 3.162 -3.608 -4.982
O: 1.577 -3.049 -6.362
O: -1.365 -3.062 0.255
O: -1.032 1.355 -1.637
N: -0.891 -0.920 -0.940
N: -2.041 0.016 3.252
N: 2.069 -3.096 -5.244
C: 1.859 -1.339 -3.475
C: -4.005 1.129 1.574
C: 0.124 -2.968 -3.836
C: 1.366 -2.446 -4.208
C: -2.791 -0.896 2.338
C: 2.841 0.869 -2.107
C: -2.048 -0.856 1.000
C: 3.564 0.391 -3.186
C: -1.868 1.302 2.711
C: -1.936 0.482 0.452
C: -1.260 0.402 -0.720
C: 1.154 -0.799 -2.395
C: -0.092 -1.391 -2.001
C: -1.326 -0.411 4.463
C: -2.567 1.550 1.345
C: -1.450 -1.700 0.086
C: 3.080 -0.722 -3.842
C: -4.129 -0.194 2.056
C: 1.671 0.273 -1.684
C: -0.564 -2.487 -2.726
H: -4.858 1.778 1.441
H: -0.264 -0.239 4.336
H: -2.472 2.587 1.041
H: -2.918 -1.914 2.718
H: -0.315 -3.805 -4.324
H: 4.460 0.854 -3.488
H: 3.646 -1.005 -4.730
H: -1.384 -3.266 1.205
H: -5.114 -0.631 2.268
H: 3.285 1.686 -1.551
H: -1.646 0.148 5.290
H: -1.433 -1.498 4.634
H: -1.505 -2.958 -2.431
H: -0.305 1.052 -2.197
H: 1.209 0.618 -0.760



(6)
This record from the Open Molecules 2025 dataset describes a structure of composition C27H27Br2N2O6PSmTe at a distorted geometry. The level of theory is ωB97M-V/def2-TZVPD.

Output
* HOMO level (alpha / beta): -0.3751 / -0.3757 Ha
* spin multiplicity: 6
* energy relative to the best compared isomer or geometry (same formula, charge and spin): 0.0 kcal/mol
* energy: -218273.1247 eV
* lowest unoccupied orbital energy (alpha / beta): -3.7740 / -3.7651 eV
* net charge: +1

Geometry (Å):
Sm: 0.082 -0.673 0.727
Te: -2.949 -0.726 1.751
Br: -1.022 -5.565 6.096
Br: -1.510 -5.518 0.502
P: -2.165 0.824 0.188
O: -0.259 -2.743 0.802
O: 0.979 0.765 -1.698
O: 2.315 -0.865 0.804
O: -1.722 0.005 -1.150
O: -0.802 1.360 0.619
O: -3.054 2.021 -0.296
N: 1.494 2.855 0.110
N: 0.342 -1.399 3.100
C: 0.545 3.674 -3.896
C: 3.286 -0.249 0.199
C: -0.447 -3.356 1.964
C: 1.119 4.412 -1.701
C: -0.263 -3.334 4.434
C: 3.180 1.135 -0.100
C: -2.721 -0.828 -1.822
C: -5.196 2.028 -1.449
C: -0.987 -4.614 2.069
C: 5.287 -0.310 -1.135
C: 0.598 -1.336 5.469
C: -0.114 -2.694 3.186
C: 4.065 1.749 -1.024
C: -1.156 -5.266 3.307
C: 1.207 3.099 -1.274
C: -4.503 2.130 -0.114
C: 0.614 2.352 -3.474
C: 1.084 -0.274 -2.678
C: -2.175 -2.205 -2.071
C: 0.930 2.047 -2.157
C: 2.184 1.855 0.581
C: 5.109 1.040 -1.533
C: 0.683 -0.766 4.192
C: 0.120 -2.607 5.585
C: -0.792 -4.648 4.461
C: 4.419 -0.938 -0.285
C: 0.789 4.711 -3.012
H: -1.398 -2.204 -2.838
H: 0.731 5.741 -3.336
H: 4.542 -1.978 -0.008
H: 0.027 -3.074 6.556
H: 5.818 1.506 -2.203
H: 0.893 3.341 0.762
H: 6.134 -0.863 -1.523
H: -5.057 1.041 -1.894
H: -2.959 -0.305 -2.746
H: 3.945 2.799 -1.268
H: 1.318 -1.188 -2.136
H: 1.033 0.254 4.078
H: -4.821 2.781 -2.141
H: -1.574 -6.263 3.330
H: -4.664 3.097 0.350
H: 0.897 -0.763 6.335
H: -4.832 1.358 0.579
H: 0.400 1.562 -4.178
H: -6.267 2.189 -1.311
H: 1.964 1.572 1.606
H: 0.292 3.885 -4.927
H: -3.616 -0.880 -1.207
H: 1.329 5.205 -0.991
H: 1.895 -0.067 -3.373
H: 0.145 -0.400 -3.213
H: -1.783 -2.653 -1.157
H: -2.987 -2.846 -2.419



(7)
This record from the Open Molecules 2025 dataset describes a cluster of 7 separate species, C30H79N5O12 in total at a distorted geometry. The level of theory is ωB97M-V/def2-TZVPD.

Output
* structure (SMILES): COCCNCCOC.COCCNCCOC.COCCNCCOC.COCCNCCOC.COCCNCCOC.O.O
* HOMO level: -0.3161 Ha
* spin multiplicity: 1
* energy relative to the best compared isomer or geometry (same formula, charge and spin): 159.6 kcal/mol
* energy: -64399.3858 eV
* lowest unoccupied orbital energy: 0.4671 eV

Geometry (Å):
O: -5.945 -13.888 -5.220
O: -15.053 -10.742 -3.941
O: -14.964 -4.569 -2.777
O: -7.585 -20.719 5.740
O: -10.707 -15.750 2.824
O: 5.638 -15.719 -7.349
O: 1.431 -17.119 -6.266
O: -7.128 -23.075 -12.372
O: -6.741 -17.246 -6.178
O: -7.582 -15.824 0.925
O: 0.045 -10.172 -1.647
O: -11.524 -23.605 -7.869
N: -7.657 -16.314 -3.897
N: -15.149 -7.633 -2.718
N: 2.763 -14.869 -7.997
N: -9.177 -24.004 -10.679
N: -9.164 -18.264 4.508
C: 5.130 -14.467 -6.950
C: -14.386 -8.816 -2.429
C: -14.161 -9.687 -3.738
C: 3.980 -13.949 -7.825
C: -7.850 -23.641 -10.130
C: -11.368 -23.529 -6.419
C: -8.158 -17.327 -6.097
C: -10.360 -23.449 -9.971
C: -8.026 -14.957 -4.358
C: -10.430 -24.120 -8.612
C: -10.822 -14.358 2.564
C: -7.942 -20.399 4.447
C: -4.890 -12.882 -5.260
C: -16.410 -10.425 -4.112
C: -9.272 -19.740 4.305
C: -10.651 -16.200 4.196
C: 1.976 -14.719 -6.706
C: -15.174 -6.674 -1.576
C: -10.541 -17.775 4.322
C: 6.149 -16.591 -6.370
C: 0.870 -15.861 -6.493
C: -6.765 -23.735 -11.188
C: -6.953 -13.822 -4.251
C: -15.511 -3.213 -3.161
C: -6.209 -16.681 -7.364
C: -7.328 -22.056 6.060
C: -6.073 -22.693 -13.192
C: 0.484 -18.147 -6.367
C: -8.387 -17.340 -4.564
C: -15.840 -5.328 -1.975
H: -6.531 -17.220 -8.256
H: -13.394 -8.628 -2.019
H: 0.217 -15.599 -5.661
H: -16.143 -4.701 -1.136
H: -5.998 -23.192 -10.635
H: -0.137 -9.252 -1.455
H: 3.842 -12.915 -7.508
H: -8.586 -18.232 -6.527
H: -14.818 -2.549 -3.677
H: -11.314 -24.542 -6.021
H: 4.785 -14.351 -5.923
H: -14.712 -7.179 -3.507
H: -9.580 -24.157 -7.931
H: 0.514 -10.154 -2.481
H: -5.128 -16.686 -7.499
H: -9.644 -15.876 4.458
H: -16.601 -9.451 -4.561
H: -8.876 -14.645 -3.750
H: -11.250 -23.636 -10.571
H: -6.270 -22.307 5.978
H: -5.332 -11.886 -5.274
H: -8.472 -17.884 3.878
H: 3.104 -15.814 -8.096
H: -14.995 -9.368 -1.713
H: -11.038 -18.254 3.478
H: -8.973 -23.807 -11.649
H: -16.764 -10.265 -3.093
H: -8.672 -16.518 -6.616
H: 4.345 -13.678 -8.816
H: 0.225 -15.834 -7.372
H: -7.676 -16.232 0.064
H: -4.037 -12.957 -4.586
H: 2.580 -14.613 -5.805
H: 5.492 -16.690 -5.506
H: -7.619 -24.240 -9.249
H: -15.538 -7.104 -0.642
H: -7.544 -22.372 7.081
H: -14.117 -6.466 -1.410
H: -16.791 -5.411 -2.501
H: -11.378 -15.714 4.847
H: -10.238 -13.947 1.741
H: -6.467 -15.654 -7.622
H: -11.124 -18.097 5.185
H: -9.586 -19.969 3.287
H: 7.073 -16.202 -5.943
H: -0.393 -17.880 -5.777
H: 5.999 -13.820 -7.066
H: -14.156 -8.992 -4.577
H: -7.901 -21.289 3.819
H: -16.371 -3.404 -3.804
H: 0.164 -18.242 -7.404
H: -5.112 -23.206 -13.158
H: 6.162 -17.640 -6.665
H: -13.141 -10.067 -3.689
H: -10.439 -23.109 -6.035
H: -6.369 -22.687 -14.241
H: -9.470 -17.286 -4.460
H: -6.786 -16.571 -4.339
H: -10.521 -13.818 3.463
H: -8.411 -15.367 1.066
H: 1.399 -13.797 -6.774
H: -11.855 -14.095 2.337
H: -16.896 -11.320 -4.502
H: -10.298 -22.361 -9.983
H: -15.885 -2.597 -2.344
H: -7.165 -19.738 4.062
H: -7.757 -22.777 5.365
H: -12.267 -23.038 -6.047
H: -10.005 -20.033 5.056
H: -7.762 -22.617 -9.767
H: -6.430 -24.765 -11.301
H: 0.891 -19.103 -6.037
H: -8.208 -18.346 -4.184
H: -4.545 -12.906 -6.293
H: -5.838 -21.672 -12.891
H: -7.434 -12.854 -4.391
H: -6.431 -13.859 -3.295
H: -8.265 -14.842 -5.415
H: -10.420 -25.207 -8.693



(8)
This record from the Open Molecules 2025 dataset describes the molecule C7H10O at a distorted geometry. The level of theory is ωB97M-V/def2-TZVPD.

Output
* structure (SMILES): O[C@]12C[C@H]3C[C@@H]3[C@H]1C2
* HOMO level: -0.3227 Ha
* spin multiplicity: 1
* energy relative to the best compared isomer or geometry (same formula, charge and spin): 195.9 kcal/mol
* energy: -9460.0639 eV
* lowest unoccupied orbital energy: 0.8617 eV

Geometry (Å):
O: -2.097 0.532 -0.842
C: -1.328 -1.172 0.652
C: 0.071 1.382 0.793
C: -0.968 0.224 -0.017
C: -0.200 -1.034 -0.458
C: 1.273 0.688 0.024
C: 2.392 -0.091 -0.343
C: 1.157 -0.689 0.167
H: 2.834 -0.024 -1.332
H: -2.249 -1.632 0.868
H: -0.314 1.201 1.901
H: 1.240 -0.881 1.168
H: -0.911 -1.344 1.695
H: -2.512 1.170 -0.163
H: 3.531 -0.462 0.138
H: 0.953 0.927 -1.121
H: -0.173 -1.530 -1.537
H: -0.011 2.470 0.213



> Among the records above, which one has the highest spin multiplicity?

C27H27Br2N2O6PSmTe



> What is the energy in the fourth record?

-66766.2742 eV



> The highest spin multiplicity belongs to which entry?

C27H27Br2N2O6PSmTe